# 1
Molecular formula: C2H6N4O2
Method: DFT, ωB97M-V with the def2-TZVPD basis set

Geometry as XYZ:
```
14
Properties=species:S:1:pos:R:3:lowdin_charge:R:1
N 0.2772 1.7815 -0.2271 -0.05
O -1.4315 0.9125 1.2740 -0.17
C -0.1454 0.3608 -0.2974 -0.38
N -0.9969 -0.0886 0.5565 -0.05
O 0.4136 2.4836 0.9911 -0.21
N 0.4800 -0.3818 -1.2315 0.04
N -0.4680 -2.6770 -0.5816 0.07
H -0.8279 0.5650 2.8081 0.32
H -0.3797 1.8479 1.6448 0.12
H 1.0485 -2.3333 -1.9242 0.11
C 0.2632 -1.8081 -1.2820 -0.27
H 1.2690 2.1021 -0.5829 0.17
H 1.6828 -0.3609 -1.2755 0.25
H -1.1851 -2.4038 0.1277 0.04
```

The value obtained for the total energy is -12216.44836 eV. The calculation puts the frontier orbital gap at 6.35 eV. The HOMO energy comes out at -8.52 eV. The value obtained for the relative energy (zero: lowest compared OMol25 entry of this formula, charge and spin) is 235.3 kcal/mol.



# 2
Molecular formula: C18H26O7
Method: DFT, ωB97M-V with the def2-TZVPD basis set

Geometry as XYZ:
```
51
Properties=species:S:1:pos:R:3:lowdin_charge:R:1
C -2.0158 -1.6383 -0.1710 -0.11
H 3.4410 3.1335 -1.0038 -0.01
C -0.5265 -1.8611 -2.8736 -0.46
H 2.5111 -0.5542 3.4172 0.24
H 2.3405 1.4297 0.2781 0.10
O 0.6503 -1.9476 -3.1366 -0.06
H -2.3468 2.8543 1.0168 0.15
H 2.6392 -2.5700 -1.0094 0.05
C 0.5800 1.2280 1.3503 -0.10
H 3.3838 -1.8923 1.6035 0.19
H 1.0920 -2.2904 -0.5296 0.11
H 3.2036 1.6902 -1.9619 0.07
C 1.3400 1.7420 0.2898 0.04
C -1.2154 2.5569 0.7986 0.04
C -0.6821 3.1819 -0.3119 0.10
C 2.0435 -1.8811 -0.8603 -0.30
C -2.0781 -1.7326 1.4270 0.07
H 3.2440 3.2101 -2.8258 0.13
C 1.6378 -1.0802 -2.1362 0.06
H -0.8948 -2.1003 -3.9650 0.18
O 1.1794 0.1800 2.2927 -0.04
H -2.0644 -3.1491 -2.0562 0.04
H 1.0983 -0.1919 -1.7094 0.12
H -3.0099 -1.6098 -0.6237 0.14
H -3.2849 0.6011 0.6820 0.13
O -1.3088 0.9820 2.7749 -0.08
C 2.3391 -1.2296 1.3662 -0.24
H -1.3790 -1.2973 1.9057 0.04
H -2.9676 0.4596 3.7316 0.15
O -0.9510 -2.6072 -0.5769 -0.14
C 1.3575 3.1019 -1.5976 -0.38
C -1.2228 -2.7910 -2.0270 -0.15
H -1.0851 3.7505 -0.8300 -0.01
O 0.7706 3.7074 -2.4773 0.08
H -4.6528 0.6271 1.8264 0.11
O 2.3616 -0.9093 -0.0744 -0.12
H -0.7498 -3.7176 -2.1438 0.13
O -3.5961 -1.1428 1.5884 -0.18
C 2.4180 -0.2366 2.1226 -0.39
H 3.1814 0.5262 1.8529 0.16
C -2.7424 1.2325 2.9297 -0.05
C -0.5388 1.6591 1.7539 -0.15
H -2.3330 -2.5855 1.6407 0.03
H -0.9089 -0.8211 -2.6227 0.15
H 2.7377 -0.9585 -2.6876 0.18
C 2.9571 2.7559 -1.7401 0.02
H -2.9216 2.1399 2.9240 0.01
H -1.6919 -0.7241 -0.4635 0.06
H 1.5592 -2.1369 1.5332 0.20
C -3.6028 0.2872 1.7878 -0.17
C 0.7040 2.6194 -0.4788 -0.16
```

The value obtained for the total energy is -33400.31925 eV. The calculation puts the frontier orbital gap at 8.94 eV. The HOMO energy comes out at -8.90 eV. The SMILES is CC(=O)c1ccc2c(c1)OCCOCCOCCOCCOCCO2. The value obtained for the relative energy (zero: lowest compared OMol25 entry of this formula, charge and spin) is 485.7 kcal/mol.



# 3
Molecular formula: C2H4N3OS
Method: DFT, ωB97M-V with the def2-TZVPD basis set

Geometry as XYZ:
```
11
Properties=species:S:1:pos:R:3:lowdin_charge:R:1
N -1.7858 0.9786 -0.5417 0.18
C 1.2009 -1.0389 0.2496 0.01
N 0.4947 1.2678 0.8105 -0.44
C 0.3299 0.1359 0.3631 -0.19
H 2.2413 -0.6835 0.4253 0.12
O -1.1044 -1.0522 -1.2032 0.12
H 0.9987 -1.5127 -0.7838 0.13
N -1.1041 -0.0181 -0.6551 -0.31
H -2.6155 1.0714 -1.2327 0.17
S 0.4022 2.6079 1.4898 1.08
H 0.9420 -1.7561 1.0783 0.13
```

The value obtained for the total energy is -19478.71749 eV. Its charge is +1. The calculation puts the frontier orbital gap at 7.09 eV. The HOMO energy comes out at -14.94 eV. The SMILES is [H]/N=[N+](\[O-])C(C)=[N+]=S. The value obtained for the relative energy (zero: lowest compared OMol25 entry of this formula, charge and spin) is 126.2 kcal/mol.



# 4
Molecular formula: C16H20N6S
Method: DFT, ωB97M-V with the def2-TZVPD basis set

Geometry as XYZ:
```
43
Properties=species:S:1:pos:R:3:lowdin_charge:R:1
C -1.2187 -0.8117 -2.0386 -0.15
N -2.6126 -2.6156 -0.9975 0.05
H -0.0086 2.0460 2.1545 0.11
H -0.2171 -0.5129 -6.1004 0.13
H -1.6392 -2.8636 -4.4723 0.14
C -1.6682 -1.6591 -0.9506 -0.23
H 1.5338 -0.3461 3.5359 0.15
C 1.1729 0.2491 2.6987 -0.25
N 0.0593 0.7709 -3.1494 0.12
H 3.6233 3.3949 3.4433 0.13
C 2.9286 2.6719 2.8813 -0.21
C -2.2294 -1.8657 -4.3426 -0.09
H -3.1614 -0.2266 -5.4782 0.10
H 2.0632 1.1569 0.9643 0.14
N -2.6618 -3.2416 0.1904 0.00
C -2.2968 -0.8634 -5.5768 -0.18
C -1.0296 -0.0069 -5.4546 -0.14
C 2.4271 0.5181 1.8411 -0.17
H -2.2422 -1.3518 -6.5190 0.09
H 2.7943 3.1913 1.9730 0.08
N -1.2292 -1.4878 0.3152 0.00
S -1.3902 -2.8574 2.7026 0.96
H -3.2313 -2.1217 -3.9918 0.09
H 1.1586 3.5821 3.6436 0.10
C -1.4541 -0.9686 -3.3384 -0.16
C -0.0164 -0.4991 2.1614 -0.25
H 0.0955 0.4896 -1.0878 0.13
C -0.6277 -0.0392 -3.9688 -0.26
C 1.5161 2.5810 3.6023 -0.17
H -1.8708 -0.6270 3.0949 0.09
C -0.9402 -1.1768 3.1949 -0.40
H 3.9457 0.8488 3.5161 0.14
H 1.6381 2.3049 4.6286 0.10
C 0.4976 1.6495 2.9908 -0.14
N -0.2855 0.1706 -1.9916 -0.01
H -0.6511 -1.2068 4.2312 0.08
H -0.2448 1.4780 3.7366 0.10
H 2.8070 -0.4449 1.5706 0.11
N -0.2293 -0.5349 0.8333 0.18
H 4.3559 1.4885 1.8171 0.12
C -1.7514 -2.6291 1.0272 -0.56
H -1.2215 1.0445 -5.8363 0.12
C 3.5119 1.3216 2.5457 -0.22
```

The value obtained for the total energy is -36688.72047 eV. The calculation puts the frontier orbital gap at 7.89 eV. The HOMO energy comes out at -8.05 eV. The SMILES is C1CCC(C2=Nn3c(nnc3-c3[nH]nc4c3CCC4)SC2)CC1.



Number 1: molecular weight 118.1 g mol⁻¹. Number 2: molecular weight 354.4 g mol⁻¹. Number 3: molecular weight 118.1 g mol⁻¹. Number 4: molecular weight 328.4 g mol⁻¹.